1.
Formula: C6H14N2O
Source: the Open Molecules 2025 dataset
Level of theory: ωB97M-V with the def2-TZVPD basis set

CARTESIAN COORDINATES (ANGSTROEM)
1 H 1.916 2.308 0.559
2 C 0.866 0.827 1.459
3 C -0.366 0.368 1.710
4 H -3.232 0.065 -0.182
5 H 1.178 0.976 -1.539
6 H -3.105 -0.716 -1.758
7 O -0.213 -0.507 -1.201
8 H -1.256 -1.134 2.753
9 H -2.377 -1.473 -0.332
10 N 1.181 2.178 1.240
11 N -0.680 -0.985 1.934
12 C 2.080 -1.087 -1.576
13 H 2.334 -1.188 -2.637
14 H -1.215 1.038 1.751
15 H 1.752 -2.060 -1.212
16 C -2.573 -0.521 -0.822
17 C 1.012 -0.076 -1.336
18 H -1.247 1.270 -1.180
19 C -1.289 0.196 -1.041
20 H 1.721 0.168 1.495
21 H 2.995 -0.812 -1.049
22 H 0.144 -1.571 1.965
23 H 0.372 2.734 0.997

The HOMO energy (spin up / spin down) comes out at -0.239 / -0.236 Ha. Its LUMO energy (spin up / spin down) is 1.1 / 1.1 eV. The value obtained for the gap between HOMO and LUMO (spin up / spin down) is 7.65 / 7.56 eV.

2.
Formula: C6H14N2O
Source: the Open Molecules 2025 dataset
Level of theory: ωB97M-V with the def2-TZVPD basis set

CARTESIAN COORDINATES (ANGSTROEM)
1 C -1.495 -1.906 -0.934
2 H -1.294 -1.634 1.721
3 H -0.006 2.364 -0.956
4 H -1.378 -1.548 -1.904
5 H -2.476 -1.647 -0.409
6 N -0.309 0.177 -0.558
7 H -1.244 -2.931 -0.782
8 H 0.266 3.007 0.698
9 C 0.560 0.795 0.396
10 C 2.004 0.252 0.497
11 C 0.648 2.308 -0.035
12 H 1.993 -0.714 0.844
13 N -0.511 -1.122 -0.231
14 C -0.409 -1.611 1.154
15 H 0.319 -1.095 1.658
16 H -2.611 1.283 -1.505
17 O -2.399 1.677 0.540
18 H 2.495 1.016 1.069
19 H 0.043 0.806 1.319
20 C -2.134 1.349 -0.555
21 H -0.238 -2.749 1.138
22 H 2.298 0.232 -0.510
23 H 1.583 2.665 -0.342

The HOMO energy (spin up / spin down) comes out at -0.242 / -0.237 Ha. Its LUMO energy (spin up / spin down) is 0.9 / 0.8 eV. The value obtained for the gap between HOMO and LUMO (spin up / spin down) is 7.50 / 7.23 eV.

Stability check: which of them is least stable? 2.

1.
Formula: C3HN3O2
Source: the Open Molecules 2025 dataset
Level of theory: ωB97M-V with the def2-TZVPD basis set

CARTESIAN COORDINATES (ANGSTROEM)
1 O -0.835 -1.702 -2.164
2 N -1.185 2.042 1.437
3 C -0.180 -1.083 -1.380
4 C 0.213 0.392 -1.120
5 H 0.882 1.024 0.744
6 N 0.646 0.163 0.133
7 C 0.748 -1.379 0.047
8 O 1.663 -2.034 0.331
9 N -1.953 2.575 1.972

The HOMO energy comes out at -0.358 Ha. Its LUMO energy is -0.9 eV. The value obtained for the gap between HOMO and LUMO is 8.85 eV.

2.
Formula: C3HN3O2
Source: the Open Molecules 2025 dataset
Level of theory: ωB97M-V with the def2-TZVPD basis set

CARTESIAN COORDINATES (ANGSTROEM)
1 O 0.128 1.848 -0.906
2 C 0.693 -1.356 -0.347
3 C -1.038 0.784 -2.173
4 N 1.066 1.078 -0.121
5 O -0.733 -0.370 -2.370
6 N -1.082 1.706 -1.314
7 C 1.214 -0.061 -0.180
8 N 0.480 -2.498 -0.466
9 H 2.019 -0.388 0.528

Its SMILES is N#C/C=N\ON=C=O. The HOMO energy comes out at -0.382 Ha. Its LUMO energy is -1.2 eV. The value obtained for the gap between HOMO and LUMO is 9.15 eV.

Stability check: which of them is least stable? 2.

1.
Formula: C14H19I2N5O4RhS
Source: the Open Molecules 2025 dataset
Level of theory: ωB97M-V with the def2-TZVPD basis set

CARTESIAN COORDINATES (ANGSTROEM)
1 C -0.549 -2.942 0.028
2 C -2.726 -3.979 -0.018
3 H -4.172 2.700 3.488
4 N -1.158 1.653 0.027
5 C -1.922 3.849 1.073
6 N -1.140 -1.697 -0.009
7 H -3.303 4.755 2.455
8 C -2.082 1.812 -0.981
9 I -0.392 -5.949 0.079
10 H -3.328 -4.876 -0.021
11 C -2.506 -1.592 -0.049
12 H -1.634 5.982 1.105
13 H -3.089 1.702 2.512
14 H 2.841 3.429 -0.299
15 H -4.394 2.626 1.737
16 H -0.827 5.248 -1.140
17 C -0.186 5.186 -0.259
18 C -1.039 2.588 1.026
19 C -1.019 5.085 1.020
20 O 0.077 -0.104 1.703
21 Rh 0.069 -0.050 0.003
22 S 2.491 -0.085 -0.011
23 H -2.010 3.839 3.222
24 O -3.665 4.870 -0.180
25 H -2.960 -0.615 -0.078
26 C -3.302 -2.707 -0.054
27 N 2.672 1.943 1.690
28 C 2.544 1.538 0.417
29 N -2.914 2.934 -1.009
30 O -0.213 2.456 1.916
31 H 0.531 -2.991 0.059
32 C -3.647 2.641 2.534
33 H 2.329 2.854 1.953
34 N 2.456 2.522 -0.504
35 C -2.898 3.924 -0.082
36 H 0.475 4.323 -0.364
37 H -4.377 -2.588 -0.086
38 H 2.462 2.237 -1.472
39 H -3.574 3.006 -1.767
40 H 2.615 1.226 2.394
41 H 0.430 6.086 -0.226
42 C -2.711 3.840 2.386
43 C -1.298 -4.064 0.024
44 I 0.113 -0.024 -2.692
45 H -0.343 5.066 1.877
46 O -2.185 0.980 -1.854

The HOMO energy (spin up / spin down) comes out at -0.063 / -0.161 Ha. Its LUMO energy (spin up / spin down) is 2.3 / 1.7 eV. Its total charge is -1. The value obtained for the gap between HOMO and LUMO (spin up / spin down) is 4.00 / 6.06 eV. Its multiplicity is 5.

2.
Formula: C14H19I2N5O4RhS
Source: the Open Molecules 2025 dataset
Level of theory: ωB97M-V with the def2-TZVPD basis set

CARTESIAN COORDINATES (ANGSTROEM)
1 C 3.864 -0.584 -0.650
2 C -1.540 -2.759 1.702
3 H 1.951 -3.947 -0.794
4 C -1.083 0.720 -0.002
5 O 1.668 0.156 -2.058
6 S -0.141 -1.883 1.644
7 H -2.816 -1.170 1.715
8 C -0.044 2.932 -0.778
9 O -1.782 -1.883 -0.706
10 N -2.755 -2.180 1.730
11 H -1.081 3.814 1.549
12 N -1.550 -4.105 1.725
13 H 1.941 0.285 -0.613
14 N 0.810 2.093 -1.416
15 C -1.115 2.246 0.022
16 C 0.792 0.725 -1.403
17 N 1.839 -1.883 -0.706
18 C 2.487 -3.006 -0.754
19 H -2.570 3.814 -0.441
20 O 0.075 4.155 -0.867
21 H 4.507 -3.954 -0.794
22 H -2.039 2.754 -2.651
23 H 1.543 2.507 -1.965
24 H -3.763 2.710 -2.266
25 H -2.791 1.245 -2.096
26 C -0.987 2.721 1.500
27 H 0.443 1.245 2.230
28 H -0.668 -4.601 1.706
29 C 3.968 -3.013 -0.754
30 C -2.495 2.721 -0.518
31 H 1.188 2.754 1.665
32 N -0.141 0.098 -0.706
33 I 4.898 1.254 -0.572
34 H -3.613 -2.709 1.766
35 O -1.941 0.106 0.640
36 C 0.322 2.331 2.182
37 H -2.400 -4.646 1.760
38 H 5.712 -1.825 -0.703
39 Rh -0.141 -1.883 -0.706
40 H -1.814 2.315 2.096
41 H -3.301 2.315 0.107
42 C 4.628 -1.847 -0.704
43 C -2.780 2.331 -1.966
44 I -0.141 -4.549 -0.706
45 C 2.521 -0.630 -0.652
46 H 0.332 2.710 3.209

The HOMO energy (spin up / spin down) comes out at -0.053 / -0.175 Ha. Its LUMO energy (spin up / spin down) is 2.3 / 1.8 eV. Its total charge is -1. The value obtained for the gap between HOMO and LUMO (spin up / spin down) is 3.77 / 6.55 eV. Its multiplicity is 5.

Stability check: which of them is least stable? 2.

1.
Formula: C28H30N4O6
Source: the Open Molecules 2025 dataset
Level of theory: ωB97M-V with the def2-TZVPD basis set

CARTESIAN COORDINATES (ANGSTROEM)
1 C 0.949 1.356 0.176
2 C -0.344 -0.665 -1.673
3 H -4.456 -4.558 -4.250
4 C 5.180 3.978 -1.198
5 C -2.437 -4.743 -1.716
6 C 5.717 2.614 0.780
7 C -4.720 -0.270 3.857
8 H -0.068 -0.285 2.357
9 H -2.786 -0.224 0.629
10 H -1.174 1.533 0.753
11 H 5.433 3.376 1.531
12 C -3.789 -1.296 3.701
13 H 7.759 2.937 1.393
14 C -0.749 0.546 2.137
15 C -0.401 0.742 0.588
16 O -0.807 2.959 2.756
17 C -0.930 -1.690 -2.413
18 H -4.253 -5.844 -2.004
19 C -2.719 -1.827 -0.778
20 H -1.358 -4.996 -1.664
21 C -2.205 -0.730 -0.132
22 H -3.219 -5.066 -5.466
23 H 1.819 -0.587 -0.313
24 C 6.661 4.007 -1.513
25 C 3.305 0.947 -0.283
26 H 0.398 3.446 0.273
27 C -2.055 0.293 2.935
28 O 7.455 3.935 -0.337
29 C -2.512 -3.680 -3.970
30 H 4.141 0.251 -0.399
31 H -1.736 -1.825 3.336
32 H 6.888 3.180 -2.207
33 H -2.865 -2.757 -4.438
34 C -4.257 1.048 3.736
35 C 3.557 2.341 -0.280
36 H 6.932 4.967 -1.978
37 C -3.196 -5.924 -2.289
38 C -2.456 -1.013 3.329
39 O -3.067 -6.040 -3.705
40 O 1.093 1.823 3.206
41 C 7.194 2.779 0.461
42 H -2.614 2.358 3.318
43 H 2.683 4.286 -0.102
44 H -2.801 -4.531 -0.708
45 O -6.434 1.715 4.111
46 H -1.464 -3.873 -4.276
47 N 4.915 2.756 -0.403
48 C 2.005 0.478 -0.162
49 O -4.929 3.283 3.871
50 H 5.540 1.614 1.190
51 N -2.609 -3.519 -2.521
52 C 1.199 2.739 0.140
53 C -3.395 -4.837 -4.404
54 C -0.918 -0.240 -0.435
55 H 4.893 4.891 -0.613
56 H -3.629 -2.292 -0.425
57 N -0.105 1.893 2.815
58 H -0.479 -2.026 -3.344
59 N -5.249 2.075 3.915
60 H -4.142 -2.319 3.857
61 H -2.771 -6.853 -1.890
62 H 4.591 3.940 -2.124
63 H 7.558 1.859 -0.047
64 C -2.073 -2.353 -1.924
65 C -2.930 1.323 3.342
66 H -5.780 -0.435 4.091
67 C 2.476 3.224 -0.112
68 H 0.539 -0.196 -2.088

Its SMILES is O=[N+]([O-])c1cccc([C@@H](C(c2ccc(N3CCOCC3)cc2)c2ccc(N3CCOCC3)cc2)[N+](=O)[O-])c1. The HOMO energy comes out at -0.300 Ha. Its LUMO energy is -1.1 eV. The value obtained for the gap between HOMO and LUMO is 7.12 eV.

2.
Formula: C28H30N4O6
Source: the Open Molecules 2025 dataset
Level of theory: ωB97M-V with the def2-TZVPD basis set

CARTESIAN COORDINATES (ANGSTROEM)
1 C -1.519 -1.372 0.136
2 H 0.726 5.812 -0.048
3 H 1.618 -1.313 -1.118
4 H -1.079 1.787 -3.373
5 N 1.208 1.244 -1.696
6 O -2.680 0.149 -3.031
7 C 2.860 5.790 -0.202
8 N -2.496 -2.211 0.676
9 C 1.959 0.619 2.583
10 O 3.592 0.035 0.394
11 N -0.511 -0.161 -3.605
12 C -0.401 -0.453 4.863
13 H -0.141 0.471 5.380
14 C -0.200 1.239 -3.729
15 C 0.828 -1.047 4.172
16 C 1.465 3.864 -0.518
17 H 2.917 0.099 2.651
18 H -2.033 0.639 3.851
19 H -0.029 1.509 -4.778
20 H 1.898 1.398 3.348
21 H -4.551 -3.942 0.631
22 N 1.903 1.239 1.283
23 C -1.829 -2.049 -3.037
24 O -0.422 0.316 2.660
25 H 1.750 -0.833 4.707
26 H -4.070 -3.605 2.300
27 C 0.815 -0.383 2.780
28 H 0.219 -0.835 -3.775
29 C 2.582 3.082 -0.777
30 O -1.483 -4.255 0.685
31 C 2.472 1.599 -1.051
32 H 4.962 5.460 -0.433
33 C 2.700 0.847 0.271
34 C -1.737 -0.596 -3.227
35 C 3.841 3.669 -0.741
36 C -3.777 -4.104 1.379
37 H 1.103 1.824 1.099
38 C -2.454 -3.561 0.876
39 H -0.352 -4.847 -2.920
40 H -3.891 -2.450 -2.467
41 H 4.713 3.066 -0.943
42 H 0.726 -2.127 4.072
43 C 3.979 5.014 -0.454
44 C -1.847 -0.032 -0.049
45 C -1.104 -4.085 -2.871
46 C 1.048 1.690 -2.968
47 H -0.865 -1.137 5.568
48 C 1.604 5.212 -0.237
49 C -1.296 -0.144 3.666
50 C -2.424 -4.135 -2.539
51 H 0.012 -2.856 -0.071
52 C -2.899 -2.812 -2.645
53 H 0.873 -1.138 1.984
54 H -2.980 -5.004 -2.251
55 H 3.289 1.311 -1.726
56 O -0.734 -2.835 -3.177
57 C -0.946 0.834 -0.630
58 H -1.224 1.865 -0.789
59 C -0.253 -1.824 -0.229
60 C 0.644 -0.956 -0.820
61 H -1.812 -1.057 3.330
62 H 2.967 6.843 0.016
63 H 0.477 3.430 -0.558
64 H -2.819 0.331 0.246
65 H -3.677 -5.169 1.564
66 C 0.297 0.371 -1.045
67 H -3.377 -1.749 0.858
68 O 1.864 2.416 -3.498

Its SMILES is CC(=O)Nc1ccc(N(C(=O)CNC(=O)c2ccco2)[C@H](C(=O)NC[C@H]2CCCO2)c2ccccc2)cc1. The HOMO energy comes out at -0.306 Ha. Its LUMO energy is 0.4 eV. The value obtained for the gap between HOMO and LUMO is 8.74 eV.

Stability check: which of them is least stable? 1.